Entry 1:
{
  "formula": "C22H19N3O3",
  "method": "the ωB97M-V functional and the def2-TZVPD basis",
  "gap_ha": 0.31243,
  "smiles": "Cc1cc(C)cc(OCC(=O)Nc2cccc(-c3nc4ncccc4o3)c2)c1",
  "fmax_ev_per_a": 1.52,
  "e_homo_ev": -8.58,
  "relative_energy_ev": 0.0000,
  "elements": ["C", "C", "C", "C", "C", "C", "C", "O", "C", "C", "O", "N", "C", "C", "C", "C", "C", "C", "N", "C", "N", "C", "C", "C", "C", "O", "C", "C", "H", "H", "H", "H", "H", "H", "H", "H", "H", "H", "H", "H", "H", "H", "H", "H", "H", "H", "H"],
  "coordinates": [[-3.040, -4.271, -0.347], [-3.247, -2.808, -0.104], [-3.517, -2.336, 1.176], [-3.684, -0.983, 1.420], [-3.993, -0.482, 2.798], [-3.583, -0.080, 0.367], [-3.320, -0.540, -0.914], [-3.185, 0.270, -2.021], [-3.475, 1.638, -1.880], [-2.435, 2.422, -1.067], [-2.709, 3.470, -0.528], [-1.224, 1.813, -1.070], [-0.039, 2.199, -0.443], [0.079, 3.391, 0.270], [1.286, 3.721, 0.863], [2.382, 2.886, 0.759], [2.265, 1.692, 0.047], [3.387, 0.790, -0.089], [3.371, -0.340, -0.723], [4.634, -0.845, -0.595], [5.119, -1.980, -1.070], [6.387, -2.213, -0.791], [7.215, -1.365, -0.053], [6.722, -0.171, 0.453], [5.396, 0.080, 0.166], [4.585, 1.114, 0.479], [1.056, 1.351, -0.551], [-3.149, -1.901, -1.145], [-3.679, -4.865, 0.303], [-2.005, -4.539, -0.136], [-3.252, -4.527, -1.382], [-3.595, -3.037, 1.993], [-3.531, 0.488, 2.970], [-3.641, -1.181, 3.553], [-5.070, -0.366, 2.919], [-3.706, 0.973, 0.571], [-4.466, 1.806, -1.441], [-3.478, 2.043, -2.898], [-1.178, 0.931, -1.570], [-0.771, 4.047, 0.354], [1.368, 4.647, 1.413], [3.322, 3.145, 1.219], [6.776, -3.144, -1.183], [8.242, -1.643, 0.123], [7.329, 0.511, 1.027], [0.994, 0.420, -1.094], [-2.941, -2.230, -2.151]],
  "mulliken_charge": [-1.508, 0.895, -0.775, 0.437, -1.585, -0.330, 0.655, -0.566, -0.607, 0.551, -0.653, 0.002, 0.510, -0.437, -0.887, -0.599, 0.100, 0.637, -0.536, 0.310, -0.613, -0.441, -0.263, -1.101, 1.079, -0.470, -0.421, -0.945, 0.390, 0.293, 0.368, 0.387, 0.370, 0.387, 0.324, 0.477, 0.428, 0.353, 0.167, 0.558, 0.389, 0.480, 0.401, 0.369, 0.438, 0.561, 0.421]
}

---

Entry 2:
{
  "formula": "C22H19N4O3ReS3",
  "method": "the ωB97M-V functional and the def2-TZVPD basis",
  "gap_ha": [0.25291, 0.23918],
  "multiplicity": 2,
  "fmax_ev_per_a": 0.88,
  "charge": 1,
  "e_homo_ev": [-11.57, -11.03],
  "relative_energy_ev": 0.1311,
  "s2": 1.07,
  "elements": ["Re", "C", "C", "S", "C", "C", "S", "H", "H", "H", "H", "H", "H", "C", "C", "C", "C", "C", "C", "N", "N", "C", "C", "C", "C", "C", "N", "H", "H", "H", "H", "H", "H", "H", "H", "H", "O", "C", "N", "S", "O", "O", "C", "C", "C", "C", "C", "C", "H", "H", "H", "H"],
  "coordinates": [[-0.186, 0.038, 0.580], [-0.243, -1.878, -3.694], [-0.510, -1.452, -2.283], [0.775, -0.854, -1.362], [-1.780, -1.515, -1.734], [-2.967, -2.002, -2.506], [-2.015, -1.050, -0.127], [0.817, -1.818, -3.931], [-0.791, -1.235, -4.385], [-0.580, -2.903, -3.858], [-2.738, -2.914, -3.057], [-3.270, -1.240, -3.228], [-3.811, -2.196, -1.848], [0.916, -5.285, 1.976], [1.661, -4.377, 1.235], [1.372, -3.024, 1.300], [0.346, -2.593, 2.128], [-0.396, -3.488, 2.888], [-0.110, -4.839, 2.799], [0.028, -1.194, 2.198], [-0.193, -0.781, 3.383], [-0.688, 0.500, 3.417], [-0.963, 1.106, 4.640], [-1.554, 2.346, 4.637], [-1.873, 2.942, 3.415], [-1.562, 2.302, 2.242], [-0.952, 1.094, 2.229], [1.138, -6.342, 1.915], [2.473, -4.720, 0.609], [1.965, -2.312, 0.742], [-1.192, -3.127, 3.524], [-0.690, -5.547, 3.376], [-0.710, 0.575, 5.547], [-1.781, 2.849, 5.567], [-2.360, 3.905, 3.376], [-1.781, 2.730, 1.277], [-1.335, 1.624, -2.511], [-0.422, 2.051, -1.859], [-0.324, 1.916, -0.462], [1.070, 2.536, 0.111], [1.652, 1.307, 0.732], [0.974, 3.653, 0.989], [1.757, 2.992, -1.427], [2.957, 3.621, -1.697], [3.197, 3.958, -3.022], [2.254, 3.693, -4.014], [1.044, 3.081, -3.713], [0.803, 2.729, -2.398], [3.674, 3.838, -0.918], [4.127, 4.442, -3.288], [2.469, 3.978, -5.035], [0.301, 2.882, -4.473]],
  "mulliken_spin": [1.564, -0.004, -0.076, -0.139, -0.070, -0.003, -0.107, -0.002, -0.003, 0.000, -0.002, -0.004, -0.001, -0.001, -0.003, -0.004, -0.014, -0.006, 0.002, -0.047, -0.055, 0.011, -0.012, -0.006, -0.007, -0.016, -0.019, 0.000, 0.000, 0.008, 0.001, 0.000, 0.000, 0.000, 0.000, 0.002, 0.006, 0.001, -0.002, 0.005, -0.005, 0.000, 0.000, 0.001, 0.000, 0.000, -0.004, 0.011, 0.000, 0.000, 0.000, 0.000]
}

---

Entry 3:
{
  "formula": "C22H19N6O2PtS",
  "method": "the ωB97M-V functional and the def2-TZVPD basis",
  "gap_ha": [0.19428, 0.18485],
  "fmax_ev_per_a": 2.00,
  "charge": 1,
  "e_homo_ev": [-10.55, -10.50],
  "elements": ["Pt", "O", "C", "C", "C", "C", "C", "C", "C", "N", "N", "C", "O", "C", "C", "C", "C", "C", "C", "H", "H", "H", "H", "H", "H", "H", "H", "H", "H", "C", "C", "N", "N", "C", "N", "S", "C", "C", "C", "C", "C", "N", "H", "H", "H", "H", "H", "H", "H", "H", "H"],
  "coordinates": [[-0.744, 0.031, 0.725], [-0.834, 0.173, 2.761], [-0.492, 1.377, 3.182], [-0.749, 1.769, 4.507], [-0.572, 3.091, 4.832], [-0.095, 4.012, 3.883], [0.246, 3.603, 2.605], [0.100, 2.267, 2.265], [0.594, 1.591, 1.021], [0.845, 2.596, -0.007], [1.254, 2.405, -1.155], [1.528, 1.049, -1.661], [1.501, 0.057, -0.963], [1.854, 1.029, -3.093], [2.255, -0.182, -3.662], [2.551, -0.249, -5.008], [2.439, 0.893, -5.797], [2.038, 2.097, -5.239], [1.750, 2.174, -3.885], [-1.156, 1.051, 5.205], [-0.822, 3.433, 5.827], [0.037, 5.047, 4.168], [0.660, 4.294, 1.885], [1.514, 1.035, 1.233], [2.331, -1.058, -3.032], [2.870, -1.183, -5.449], [2.670, 0.840, -6.853], [1.956, 2.980, -5.857], [1.453, 3.110, -3.437], [-2.724, -3.809, 0.292], [-1.792, -2.659, 0.461], [-2.136, -1.434, 0.264], [-3.392, -1.095, -0.130], [-3.534, 0.191, -0.313], [-4.721, 0.654, -0.719], [-2.273, 1.437, -0.120], [-0.375, -2.847, 0.848], [0.197, -4.101, 0.955], [1.546, -4.211, 1.272], [2.288, -3.062, 1.467], [1.656, -1.834, 1.340], [0.367, -1.730, 1.050], [-3.746, -3.446, 0.272], [-2.607, -4.527, 1.102], [-2.525, -4.324, -0.651], [-5.472, 0.006, -0.889], [-4.883, 1.638, -0.831], [-0.400, -4.983, 0.783], [2.005, -5.186, 1.359], [3.339, -3.098, 1.712], [2.201, -0.912, 1.476]],
  "mulliken_charge": [1.130, -0.625, 0.775, -0.937, -0.372, -0.774, -0.534, -0.346, 0.454, -0.006, -0.544, 0.233, -0.547, 0.563, -0.418, -0.631, -0.359, -0.695, -0.142, 0.484, 0.398, 0.409, 0.465, 0.583, 0.433, 0.404, 0.399, 0.404, 0.453, -1.637, 1.292, 0.965, -1.383, 0.702, -0.386, -0.457, 0.262, -0.853, -0.510, -0.906, 0.105, -0.159, 0.387, 0.436, 0.346, 0.243, 0.202, 0.431, 0.439, 0.475, 0.352]
}

---

Entry 4:
{
  "formula": "C22H19N6O3Se2Te2Ti",
  "method": "the ωB97M-V functional and the def2-TZVPD basis",
  "gap_ha": [0.20430, 0.22605],
  "multiplicity": 3,
  "fmax_ev_per_a": 2.14,
  "charge": -1,
  "e_homo_ev": [-3.07, -3.75],
  "relative_energy_ev": 0.7753,
  "s2": 2.02,
  "elements": ["Ti", "Se", "Te", "Te", "Se", "N", "C", "N", "C", "N", "N", "C", "N", "C", "C", "C", "C", "C", "N", "H", "H", "H", "H", "H", "H", "H", "H", "O", "C", "C", "O", "O", "C", "C", "C", "C", "C", "C", "C", "C", "C", "C", "C", "C", "H", "H", "H", "H", "H", "H", "H", "H", "H", "H", "H"],
  "coordinates": [[2.013, 0.021, 0.769], [1.795, 0.045, 3.329], [4.081, 0.681, 4.179], [5.317, 1.323, 1.833], [4.378, -0.543, 0.438], [2.164, -2.044, -1.867], [1.985, -0.750, -2.214], [1.908, -0.482, -3.516], [1.679, 0.808, -3.818], [1.618, 1.116, -5.147], [1.567, 1.796, -2.956], [1.716, 1.458, -1.658], [1.864, 0.158, -1.240], [1.764, 2.456, -0.654], [1.594, 3.825, -0.947], [1.665, 4.758, 0.056], [1.921, 4.306, 1.363], [2.086, 2.960, 1.589], [2.021, 2.015, 0.634], [2.439, -2.688, -2.589], [2.372, -2.262, -0.897], [1.475, 0.339, -5.767], [1.178, 1.990, -5.378], [1.419, 4.097, -1.977], [1.533, 5.812, -0.143], [1.992, 4.997, 2.188], [2.278, 2.617, 2.601], [-0.246, 0.229, 0.782], [-0.901, -1.049, 0.777], [0.224, -2.164, 0.784], [-0.125, -3.324, 0.679], [1.411, -1.744, 0.885], [-1.731, -1.295, 2.018], [-2.577, -2.401, 2.044], [-3.283, -2.716, 3.190], [-3.166, -1.922, 4.320], [-2.339, -0.813, 4.299], [-1.620, -0.502, 3.156], [-1.733, -1.160, -0.491], [-1.309, -1.882, -1.600], [-2.099, -1.944, -2.733], [-3.307, -1.270, -2.783], [-3.720, -0.520, -1.695], [-2.939, -0.466, -0.556], [-0.899, 0.903, 1.026], [-2.655, -3.027, 1.168], [-3.922, -3.588, 3.207], [-3.707, -2.174, 5.219], [-2.239, -0.195, 5.179], [-0.952, 0.351, 3.184], [-0.373, -2.417, -1.575], [-1.767, -2.522, -3.583], [-3.923, -1.331, -3.669], [-4.654, 0.024, -1.740], [-3.274, 0.108, 0.299]],
  "mulliken_spin": [0.995, -0.013, 0.030, 0.033, -0.024, 0.004, -0.023, 0.073, 0.016, 0.012, 0.046, 0.162, 0.036, 0.215, 0.039, 0.069, 0.137, -0.039, 0.148, 0.001, 0.003, 0.002, 0.000, 0.021, 0.008, 0.010, 0.014, 0.023, -0.028, 0.007, 0.000, 0.019, 0.005, 0.001, 0.000, 0.000, -0.001, -0.003, -0.001, -0.001, 0.000, 0.001, 0.000, 0.002, 0.003, 0.000, 0.000, 0.000, 0.000, 0.001, 0.000, 0.000, 0.000, 0.000, 0.000]
}

---

Entry 5:
{
  "formula": "C22H19N7O2S2",
  "method": "the ωB97M-V functional and the def2-TZVPD basis",
  "gap_ha": 0.32731,
  "smiles": "CCc1nnc(NC(=O)CSc2nnc(COc3ccc(C#N)cc3)n2-c2ccccc2)s1",
  "fmax_ev_per_a": 1.65,
  "e_homo_ev": -8.76,
  "relative_energy_ev": 0.0000,
  "elements": ["C", "C", "C", "N", "N", "C", "N", "C", "O", "C", "S", "C", "N", "N", "C", "C", "O", "C", "C", "C", "C", "C", "N", "C", "C", "N", "C", "C", "C", "C", "C", "C", "S", "H", "H", "H", "H", "H", "H", "H", "H", "H", "H", "H", "H", "H", "H", "H", "H", "H", "H", "H"],
  "coordinates": [[3.071, -2.716, 2.995], [2.133, -1.861, 3.851], [0.724, -2.056, 3.442], [0.018, -1.199, 2.807], [-1.207, -1.600, 2.496], [-1.477, -2.799, 2.879], [-2.635, -3.481, 2.672], [-3.731, -3.181, 1.880], [-4.681, -3.922, 1.904], [-3.655, -1.950, 1.023], [-2.315, -2.114, -0.213], [-1.617, -0.533, -0.022], [-2.233, 0.500, 0.484], [-1.380, 1.528, 0.460], [-0.261, 1.132, -0.074], [0.953, 1.978, -0.248], [1.108, 2.488, -1.560], [0.316, 3.512, -1.987], [0.625, 4.006, -3.258], [-0.095, 5.046, -3.796], [-1.145, 5.614, -3.069], [-1.884, 6.685, -3.616], [-2.479, 7.557, -4.063], [-1.457, 5.115, -1.806], [-0.734, 4.070, -1.263], [-0.349, -0.199, -0.412], [0.643, -1.022, -0.980], [0.940, -2.250, -0.401], [1.926, -3.046, -0.953], [2.618, -2.623, -2.075], [2.319, -1.399, -2.650], [1.332, -0.595, -2.109], [-0.136, -3.570, 3.736], [2.975, -2.447, 1.945], [4.100, -2.558, 3.304], [2.833, -3.771, 3.109], [2.373, -0.804, 3.732], [2.247, -2.134, 4.903], [-2.731, -4.360, 3.169], [-3.411, -1.056, 1.598], [-4.600, -1.829, 0.496], [0.916, 2.792, 0.484], [1.849, 1.374, -0.079], [1.441, 3.555, -3.800], [0.146, 5.428, -4.777], [-2.274, 5.547, -1.248], [-1.013, 3.680, -0.297], [0.402, -2.573, 0.474], [2.155, -4.000, -0.502], [3.388, -3.248, -2.502], [2.853, -1.067, -3.527], [1.096, 0.357, -2.557]],
  "mulliken_charge": [-0.977, -0.424, 0.286, -0.674, 0.068, 0.476, -0.091, 0.400, -0.608, -0.690, -0.156, 0.159, -0.603, -0.475, 1.314, -1.645, -0.404, 1.032, -0.417, -0.672, 0.335, 0.104, -0.527, -1.128, -0.111, 0.547, -0.063, 0.227, -0.921, -0.475, -0.772, -0.186, -0.215, 0.185, 0.379, 0.337, 0.289, 0.284, 0.221, 0.477, 0.435, 0.472, 0.395, 0.420, 0.435, 0.437, 0.424, 0.281, 0.448, 0.400, 0.409, 0.557]
}